<1>
# C5H12NO

The ion C5H12NO with charge +1 (ωB97M-V with the def2-TZVPD basis set, the OMol25 dataset).

Properties
LUMO level (alpha / beta) = -3.04 / -6.60 eV
2S+1 = 3
total charge = +1
HOMO-LUMO gap (alpha / beta) = 7.6 / 10.7 eV
E_HOMO (alpha / beta) = -0.3904 / -0.6341 Eh

XYZ file:
```
19
Properties=species:S:1:pos:R:3:nbo_charge:R:1
C -0.5096 1.2680 -1.1456 -0.0725
C -0.4528 -1.2075 -1.5330 -0.6338
C 1.5112 0.2551 0.3212 -0.4404
C -0.3171 0.1701 2.0104 -0.3891
C -0.7154 -0.1020 -0.4723 -0.0746
N 0.2085 -0.3341 0.6589 -0.3661
O -0.4642 1.3722 -2.3274 -0.1566
H -0.6079 2.2895 -0.6017 0.2727
H 0.5648 -1.3663 -1.6470 0.2261
H -0.9003 -0.8543 -2.4466 0.2623
H -1.0417 -2.0605 -1.1936 0.2358
H 1.5272 1.0900 -0.2619 0.2511
H 1.9577 0.5117 1.2907 0.2341
H 2.1990 -0.5382 -0.0383 0.2462
H -1.3799 0.2337 1.9443 0.2282
H -0.0695 -0.4498 2.8510 0.2493
H 0.1111 1.1067 2.0671 0.2205
H -1.7945 -0.0038 -0.0954 0.2532
H 0.1734 -1.3808 0.6189 0.4534
```

---

<2>
# C5H12NO

The ion C5H12NO with charge +1 (ωB97M-V with the def2-TZVPD basis set, the OMol25 dataset).

Properties
LUMO level (alpha / beta) = -3.02 / -7.12 eV
2S+1 = 3
total charge = +1
HOMO-LUMO gap (alpha / beta) = 7.4 / 7.9 eV
E_HOMO (alpha / beta) = -0.3820 / -0.5516 Eh

XYZ file:
```
19
Properties=species:S:1:pos:R:3:nbo_charge:R:1
C -0.0962 2.1500 -0.1540 -0.3649
C -0.3152 0.8870 0.1295 0.2205
C 0.8636 -1.0749 1.3635 -0.3895
C 1.2956 -0.5884 -1.0951 -0.4084
C -1.7909 0.2313 -0.2849 -0.0956
N 0.8104 -0.0171 0.2896 -0.3999
O -1.8289 -1.1129 0.2181 -0.7342
H 0.7792 2.7485 -0.0766 0.2104
H -1.0417 2.6619 -0.3337 0.2119
H 0.5529 -1.9221 0.7399 0.2354
H 1.8648 -1.1154 1.6837 0.2224
H 0.1995 -0.9154 2.2046 0.2554
H 0.4646 -1.2050 -1.4968 0.2475
H 1.5470 0.3497 -1.6025 0.2290
H 2.1963 -1.2068 -0.7805 0.2418
H -1.8642 0.1714 -1.3120 0.1894
H -2.5490 0.7851 0.1331 0.2025
H 1.5875 0.6690 0.4537 0.4301
H -2.6754 -1.4958 -0.0797 0.4963
```

---

Taking the most stable structure as the zero point, the relative energies in kJ/mol are <1> 0.0; <2> 114.4.

---

<1>
# C5H8NS

The ion C5H8NS with charge +1 (ωB97M-V with the def2-TZVPD basis set, the OMol25 dataset).

Properties
LUMO level (alpha / beta) = -5.06 / -5.06 eV
2S+1 = 1
total charge = +1
HOMO-LUMO gap (alpha / beta) = 7.5 / 7.5 eV
E_HOMO (alpha / beta) = -0.4626 / -0.4627 Eh
structure (SMILES) = C=[N+]1C=C(C)SC1

XYZ file:
```
15
Properties=species:S:1:pos:R:3:nbo_charge:R:1
C 0.7386 -0.1588 0.3287 -0.1480
C -0.6172 0.0359 1.0829 -0.0622
C 1.4394 -0.1633 -2.0035 -0.0535
C -0.8159 0.0489 -1.4749 -0.3600
C -0.5857 0.2594 2.5202 -0.6811
N 0.5476 -0.1403 -1.0831 -0.2377
S -1.9033 0.0749 0.0454 0.4956
H 1.6889 -0.0717 0.7311 0.2389
H 1.0860 -0.3580 -3.0268 0.2219
H 2.4259 -0.5702 -1.7243 0.2314
H -0.8631 1.0093 -2.0249 0.2809
H -1.0904 -0.9781 -1.9347 0.2779
H -1.6209 -0.0642 2.7780 0.2435
H -0.4917 1.2762 2.4888 0.2649
H 0.0618 -0.2000 3.2970 0.2876
```

---

<2>
# C5H8NS

A cluster of 2 separate species, C5H8NS in total (ωB97M-V with the def2-TZVPD basis set, the OMol25 dataset).

Properties
LUMO level (alpha / beta) = -6.67 / -6.67 eV
2S+1 = 1
total charge = +1
HOMO-LUMO gap (alpha / beta) = 4.8 / 4.8 eV
E_HOMO (alpha / beta) = -0.4197 / -0.4198 Eh

XYZ file:
```
15
Properties=species:S:1:pos:R:3:nbo_charge:R:1
C -2.6314 1.2372 -1.8139 -0.0789
C -3.2600 2.1797 -1.1333 0.1045
C -2.0836 2.7978 -0.5358 -0.3091
C 1.9288 -1.7284 1.8914 -0.7463
C 0.6341 -0.6855 -0.3073 -0.2766
N -1.6251 1.4832 -0.9422 -0.3711
S 1.8013 -0.2002 0.8582 0.6492
H -2.8381 0.4950 -2.5618 0.2421
H -1.7389 3.6650 -1.0205 0.2399
H -2.1521 2.9759 0.5912 0.2236
H 2.4669 -2.6639 1.5965 0.2926
H 0.8778 -1.8996 2.0223 0.2409
H 2.2465 -1.2885 2.8566 0.2657
H 0.0112 -1.5594 -0.0863 0.2403
H 0.3058 -0.0321 -1.1536 0.2832
```

---

Taking the most stable structure as the zero point, the relative energies in kJ/mol are <1> 0.0; <2> 440.5.

---

<1>
# CH4S3

A cluster of 2 separate species, CH4S3 in total (ωB97M-V with the def2-TZVPD basis set, the OMol25 dataset).

Properties
LUMO level (alpha / beta) = -0.57 / -0.61 eV
2S+1 = 1
HOMO-LUMO gap (alpha / beta) = 7.9 / 8.1 eV
E_HOMO (alpha / beta) = -0.3116 / -0.3186 Eh

XYZ file:
```
8
Properties=species:S:1:pos:R:3:nbo_charge:R:1
C 0.2189 0.0943 -0.0829 -0.6350
S 0.7417 1.0148 1.3460 0.0618
S 0.2790 1.0696 -1.5506 0.0910
S -1.1408 -1.0229 0.1478 0.0480
H 1.6253 -1.2683 -0.1970 0.0413
H 0.7812 -0.0392 2.1519 0.1404
H -0.4547 0.2442 -2.2991 0.1420
H -2.0506 -0.0926 0.4839 0.1105
```

---

<2>
# CH4S3

A cluster of 2 separate species, CH4S3 in total (ωB97M-V with the def2-TZVPD basis set, the OMol25 dataset).

Properties
LUMO level (alpha / beta) = -2.58 / -1.71 eV
2S+1 = 1
HOMO-LUMO gap (alpha / beta) = 6.2 / 7.3 eV
E_HOMO (alpha / beta) = -0.3215 / -0.3328 Eh

XYZ file:
```
8
Properties=species:S:1:pos:R:3:nbo_charge:R:1
C 0.5372 -0.3742 -0.6668 -0.7404
S -2.2340 -0.0309 1.5725 -0.1410
S -0.0882 1.3398 -0.1867 0.2520
S 1.6406 2.2555 -0.4192 -0.1735
H -0.1861 -0.7343 -1.3780 0.2249
H 0.6008 -1.0086 0.2972 0.2296
H 1.6077 -0.1759 -1.1210 0.2539
H -1.8780 -1.2713 1.9020 0.0945
```

---

Taking the most stable structure as the zero point, the relative energies in kJ/mol are <1> 120.8; <2> 0.0.

---

<1>
# C2H12N4

A cluster of 2 separate species, C2H12N4 in total (ωB97M-V with the def2-TZVPD basis set, the OMol25 dataset).

Properties
LUMO level = 0.77 eV
2S+1 = 1
HOMO-LUMO gap = 9.5 eV
E_HOMO = -0.3203 Eh
structure (SMILES) = NCN.NCN

XYZ file:
```
18
Properties=species:S:1:pos:R:3:nbo_charge:R:1
N 2.3047 -1.9360 -0.4414 -0.8786
C 1.4214 -2.3442 0.5781 -0.0330
N 2.0971 -3.3055 1.4838 -0.8123
H 2.9550 -2.6115 -0.7986 0.3722
H 2.2151 -1.0854 -0.9629 0.3849
H 1.0845 -1.5068 1.1885 0.1706
H 0.4862 -2.8232 0.2320 0.1153
H 1.3528 -3.6713 2.0749 0.3459
H 2.3064 -4.1263 0.9152 0.3350
N -1.1641 2.6437 -1.4631 -0.8313
C -1.7506 2.0855 -0.2603 -0.0435
N -2.7226 3.0335 0.2784 -0.8173
H -1.8652 3.0033 -2.1126 0.3483
H -0.6510 1.9280 -1.9795 0.3561
H -2.1833 1.0804 -0.3730 0.1254
H -0.9251 1.9843 0.4446 0.1701
H -3.4414 3.1730 -0.4279 0.3388
H -3.2427 2.5872 1.0278 0.3534
```

---

<2>
# C2H12N4

A cluster of 2 separate species, C2H12N4 in total (ωB97M-V with the def2-TZVPD basis set, the OMol25 dataset).

Properties
LUMO level = 0.93 eV
2S+1 = 1
HOMO-LUMO gap = 9.8 eV
E_HOMO = -0.3265 Eh
structure (SMILES) = NCN.NCN

XYZ file:
```
18
Properties=species:S:1:pos:R:3:nbo_charge:R:1
N -1.0577 -1.1767 -0.2095 -0.8883
C -2.2745 -0.4507 -0.4967 -0.0566
N -2.5687 -0.2769 -1.9210 -0.8340
H -0.2364 -0.6086 -0.1190 0.3706
H -1.1342 -1.9475 0.4269 0.3719
H -2.2449 0.5550 -0.0645 0.1558
H -3.0888 -0.9917 -0.0111 0.1763
H -1.7005 -0.0737 -2.4013 0.3495
H -2.8909 -1.1601 -2.2933 0.3487
N 2.6633 -0.4219 0.5199 -0.8133
C 2.1858 0.9576 0.3972 -0.0589
N 1.0309 1.2437 1.2023 -0.8859
H 2.8426 -0.5788 1.5081 0.3411
H 1.8816 -1.0461 0.3308 0.3450
H 1.9726 1.1702 -0.6414 0.1805
H 3.0475 1.5657 0.6790 0.1580
H 0.3526 1.9220 0.9052 0.3766
H 1.2198 1.3185 2.1885 0.3629
```

---

<3>
# C2H12N4

A cluster of 2 separate species, C2H12N4 in total (ωB97M-V with the def2-TZVPD basis set, the OMol25 dataset).

Properties
LUMO level = 0.95 eV
2S+1 = 1
HOMO-LUMO gap = 9.7 eV
E_HOMO = -0.3226 Eh
structure (SMILES) = NCN.NCN

XYZ file:
```
18
Properties=species:S:1:pos:R:3:nbo_charge:R:1
N -2.1700 -0.2271 0.3677 -0.8438
C -1.8086 0.0492 -0.9902 -0.0503
N -0.9833 -0.9718 -1.6548 -0.8435
H -1.4149 -0.0163 0.9798 0.3751
H -2.4643 -1.1679 0.4682 0.3557
H -1.2572 0.9377 -0.8935 0.1452
H -2.7280 0.2044 -1.5826 0.1633
H -0.0221 -0.6781 -1.2844 0.3319
H -1.0010 -0.8877 -2.6641 0.3565
N 2.0144 -0.3496 -0.1969 -0.8447
C 1.5701 0.7342 0.6558 -0.0447
N 0.8120 0.2395 1.8739 -0.9194
H 1.5641 -0.3293 -1.0769 0.3571
H 3.0123 -0.5021 -0.2406 0.3813
H 0.8462 1.4123 0.2498 0.1797
H 2.4858 1.3029 1.0341 0.1554
H 0.3929 0.8458 2.5839 0.3739
H 1.1515 -0.5964 2.3705 0.3711
```

---

Taking the most stable structure as the zero point, the relative energies in kJ/mol are <1> 49.7; <2> 0.0; <3> 64.6.